{
  "formula": "C6H7N2",
  "method": "ωB97M-V/def2-TZVPD",
  "elements": ["C", "C", "H", "C", "C", "N", "H", "N", "C", "H", "H", "H", "H", "H", "C"],
  "positions_angstrom": [[-1.431, 1.515, -1.289], [1.297, -0.307, 0.100], [0.237, -0.502, 3.066], [-0.302, 0.622, -1.029], [1.286, -0.770, -1.848], [0.257, 0.404, 0.188], [-0.079, -1.875, 4.014], [0.515, -1.422, 3.381], [1.802, -1.213, -0.708], [-2.299, 0.960, -1.250], [-1.316, 1.873, -2.309], [-1.459, 2.319, -0.559], [-0.181, -0.108, -3.165], [1.458, -1.444, 3.613], [0.216, -0.050, -2.205]],
  "lowdin_charge": [0.020, 0.074, 0.000, -0.219, 0.181, 0.220, -0.001, 0.045, 0.193, 0.086, 0.108, 0.115, 0.131, -0.016, 0.063],
  "total_charge": 1,
  "e_homo_ev": -12.818,
  "energy_ev": -9301.9782,
  "gap_ev": 5.7
}